1.
This record from OMol25 describes a structure of composition C59H45F4N6O6S3Zr. The level of theory is ωB97M-V/def2-TZVPD.

- max |F| (eV/Å) = 0.77
- ΔE to the lowest compared entry with this formula, charge and spin (eV) = 0.243
- HOMO-LUMO gap (Ha) = 0.2756
- lowest unoccupied orbital energy (eV) = -2.4

```
! RIJCOSX wB97M-V def2-TZVPD def2/J DEFGRID3
* xyz 1 1
Zr 0.489 1.522 -1.690
S 2.335 -1.306 -0.486
S 1.149 -1.624 2.013
S -0.579 0.702 1.555
F 2.538 10.189 2.320
F 2.840 9.004 4.101
F -3.313 -4.377 -1.289
F 0.854 9.698 3.587
O 3.547 0.473 -3.671
O 2.544 1.989 -2.476
O 1.381 0.563 -3.557
O -0.780 2.482 -2.936
O -0.985 -0.117 -2.250
O -1.897 3.115 -4.762
N 2.548 0.989 -3.276
N -4.045 -0.337 -4.932
N 1.679 -0.061 -0.813
N -0.611 1.068 0.157
N 1.583 -2.235 0.649
N 0.655 -0.184 2.208
C -4.484 -3.514 -3.137
C -3.409 -1.339 3.615
C 5.840 0.374 0.402
C 0.315 6.358 1.250
C 1.416 5.633 0.791
C -0.470 2.062 2.694
C 4.670 -2.133 0.757
C -0.261 4.353 4.202
C 2.703 6.097 1.080
C -3.853 -1.386 -4.041
C 5.951 -1.893 1.223
C 1.171 -3.538 -3.557
C 2.880 7.250 1.822
C -0.035 -2.821 2.564
C -2.271 -0.600 3.339
C -1.953 -0.114 -3.052
C -1.185 -3.919 4.343
C 2.497 -1.739 3.163
C 0.865 3.840 3.568
C -1.975 -4.572 3.406
C 3.542 -3.910 -3.356
C -5.007 -0.463 -6.051
C 0.492 7.517 1.987
C -2.294 0.951 -3.923
C 4.113 -3.118 4.250
C -3.466 -3.392 -2.195
C 2.412 -2.491 -1.806
C 2.338 -4.147 -4.001
C -2.826 -1.287 -3.095
C -4.014 -1.314 1.280
C -4.275 -1.697 2.587
C 1.995 9.212 3.071
C 3.051 -0.593 3.708
C 4.554 0.150 -0.069
C -4.693 -2.522 -4.068
C 1.213 4.424 0.052
C -2.884 -0.560 0.993
C -3.301 0.765 -4.834
C 3.991 -1.104 0.115
C 4.689 -1.977 4.798
C 4.166 -0.723 4.526
C -1.607 2.584 3.286
C -1.492 3.735 4.056
C 0.766 2.692 2.803
C -2.638 -2.310 -2.155
C 1.204 -2.696 -2.461
C -1.800 -4.339 2.049
C -1.619 2.294 -3.922
C -2.028 -0.218 2.027
C -6.217 -1.255 -5.578
C -4.309 -1.067 -7.262
C -0.213 -3.023 3.927
C 3.018 -3.003 3.413
C -5.802 -2.632 -5.081
C -0.817 -3.463 1.616
C 1.774 7.957 2.278
C 3.590 -3.071 -2.249
C 6.532 -0.642 1.044
C 0.958 3.409 -0.566
H 2.312 -4.795 -4.866
H -3.514 1.566 -5.533
H -0.178 5.255 4.795
H -5.469 -3.251 -5.918
H -6.712 -0.704 -4.775
H -2.419 -4.846 1.320
H -3.885 -2.044 -7.030
H 3.557 5.544 0.713
H 6.497 -2.680 1.726
H 6.300 1.342 0.261
H -2.646 -0.231 -0.011
H 2.570 -3.881 2.964
H 4.201 -3.099 0.887
H -2.732 -5.270 3.737
H -2.370 4.147 4.534
H -5.018 -1.184 -8.082
H 4.522 -4.095 4.469
H 1.814 4.352 3.648
H 4.452 -4.365 -3.719
H -5.319 0.555 -6.283
H -1.862 -2.215 -1.410
H -6.651 -3.150 -4.634
H -1.325 -4.105 5.399
H -5.161 -2.276 2.811
H 2.613 0.372 3.501
H 4.532 -2.868 -1.765
H -3.499 -0.421 -7.601
H 0.236 -3.705 -4.077
H -5.118 -4.391 -3.117
H -0.680 6.005 1.016
H 0.398 -2.500 4.650
H 4.616 0.160 4.958
H -0.364 8.078 2.335
H -4.691 -1.592 0.483
H 3.991 0.925 -0.576
H 3.878 7.607 2.045
H 7.535 -0.461 1.409
H -1.587 -0.316 4.129
H 1.623 2.310 2.264
H -6.926 -1.340 -6.401
H 5.551 -2.071 5.446
H -3.622 -1.639 4.632
H -0.638 -3.298 0.562
H 0.321 -2.162 -2.136
H -2.571 2.110 3.155
*
```

Results of the Löwdin charge analysis, in e, for atoms 1 through 99:
1. Zr 1.697
2. S 0.801
3. S 0.897
4. S 0.810
5. F 0.145
6. F 0.134
7. F 0.065
8. F 0.135
9. O 0.133
10. O -0.144
11. O -0.108
12. O -0.192
13. O -0.148
14. O 0.109
15. N -0.549
16. N 0.024
17. N -0.374
18. N -0.381
19. N -0.335
20. N -0.348
21. C 0.064
22. C -0.062
23. C -0.044
24. C -0.021
25. C -0.262
26. C -0.299
27. C -0.093
28. C -0.060
29. C -0.019
30. C -0.062
31. C -0.060
32. C -0.050
33. C -0.008
34. C -0.315
35. C -0.082
36. C -0.263
37. C -0.058
38. C -0.323
39. C -0.062
40. C -0.053
41. C -0.054
42. C -0.299
43. C -0.005
44. C -0.012
45. C -0.055
46. C -0.254
47. C -0.291
48. C -0.057
49. C -0.033
50. C -0.054
51. C -0.058
52. C -0.586
53. C -0.037
54. C -0.037
55. C -0.119
56. C -0.130
57. C -0.056
58. C 0.055
59. C -0.319
60. C -0.053
61. C -0.044
62. C -0.056
63. C -0.057
64. C -0.081
65. C 0.055
66. C -0.065
67. C -0.044
68. C -0.541
69. C -0.321
70. C -0.128
71. C -0.017
72. C -0.068
73. C -0.083
74. C -0.124
75. C -0.047
76. C -0.126
77. C -0.044
78. C -0.054
79. C -0.114
80. H 0.111
81. H 0.157
82. H 0.114
83. H 0.125
84. H 0.131
85. H 0.110
86. H 0.086
87. H 0.118
88. H 0.114
89. H 0.116
90. H 0.094
91. H 0.128
92. H 0.116
93. H 0.116
94. H 0.112
95. H 0.094
96. H 0.117
97. H 0.115
98. H 0.113
99. H 0.150



2.
This record from OMol25 describes a cluster of 10 separate species, C59H47N3O39P in total. The level of theory is ωB97M-V/def2-TZVPD.

- max |F| (eV/Å) = 2.53
- HOMO-LUMO gap (Ha) = 0.2003
- lowest unoccupied orbital energy (eV) = -5.0

```
! RIJCOSX wB97M-V def2-TZVPD def2/J DEFGRID3
* xyz 1 1
P -1.122 2.765 -4.589
O 13.933 1.771 -2.433
O -11.365 2.721 -10.961
O 7.345 2.661 7.367
O 3.331 4.038 9.369
O -1.927 4.309 5.323
O 9.415 0.563 -2.027
O -8.753 3.015 -11.187
O -11.661 -2.827 -1.345
O 8.115 0.928 -5.712
O -1.649 1.271 7.477
O 6.335 0.330 6.688
O 3.270 -0.479 -4.119
O 2.391 0.230 1.914
O 1.238 -3.045 -2.065
O 4.241 1.871 -3.250
O 0.415 2.385 -4.818
O -7.956 0.721 -7.170
O -3.376 1.642 -5.237
O -10.062 -4.136 -2.974
O -0.048 -7.217 11.144
O 1.559 -1.762 9.051
O 1.143 -6.335 6.691
O 13.328 4.293 -2.895
O 8.813 3.059 -2.568
O 2.338 -8.663 6.431
O -0.337 5.661 1.118
O 1.218 -9.514 10.909
O 2.346 1.671 8.753
O 7.133 -1.342 -6.615
O -3.640 -0.364 8.037
O 1.283 3.586 1.184
O -0.239 2.271 5.418
O 0.768 -3.901 0.388
O 2.757 1.112 -0.543
O -0.421 -3.430 9.539
O -10.133 1.332 -2.888
O -10.556 0.361 -6.988
O -8.586 0.015 -4.568
O -1.416 3.909 -5.701
N -1.994 1.319 -5.170
N -1.055 1.275 -7.377
N -1.677 -0.697 -6.292
C 4.122 3.189 8.731
C 1.266 -2.681 0.245
C -8.221 1.891 -9.186
C 4.286 0.881 7.681
C 2.091 -0.556 1.040
C 1.213 -8.824 9.908
C -9.123 2.413 -10.198
C 6.380 -0.629 -5.800
C -10.034 -2.820 -3.016
C 12.745 2.022 -2.438
C -10.974 -0.676 -2.024
C 1.118 -7.037 7.686
C 6.994 0.662 -5.327
C 0.327 -1.356 8.771
C 10.421 1.404 -2.238
C -0.928 -1.356 -5.330
C -1.561 0.669 -6.292
C 2.023 -0.921 -1.425
C 0.515 -7.492 9.978
C -4.204 0.672 -4.499
C -1.212 5.095 3.219
C -8.715 1.224 -8.134
C -10.602 2.201 -10.014
C -0.331 -1.955 -4.494
C -0.756 -2.353 9.082
C -1.318 0.206 7.969
C -2.135 -1.980 8.823
C 12.330 3.445 -2.707
C -11.097 1.531 -8.962
C 2.297 -0.118 -0.386
C -9.269 -0.687 -3.832
C 11.706 1.034 -2.197
C -2.408 -0.777 8.300
C -10.966 -2.128 -2.052
C 1.837 -9.213 8.655
C -0.382 4.880 2.191
C 5.154 -1.012 -5.410
C -10.178 0.007 -2.857
C 5.387 3.477 8.397
C 11.040 3.811 -2.751
C 6.188 2.489 7.695
C 0.608 2.834 3.312
C 1.794 -8.380 7.608
C -5.322 0.234 -5.405
C -9.240 -2.130 -3.851
C 3.498 1.861 8.400
C 4.990 1.129 -4.056
C 5.552 1.170 7.345
C 0.575 3.720 2.172
C 1.546 -1.881 1.282
C 6.214 1.512 -4.445
C 10.007 2.820 -2.531
C 4.388 -0.175 -4.514
C 0.476 -6.658 8.929
C -10.194 0.992 -7.964
C 1.505 -2.247 -1.176
C 0.057 -0.154 8.246
C -1.198 4.191 4.361
C -0.219 3.043 4.350
H -1.601 1.956 -7.882
H -5.932 -0.507 -4.894
H 4.705 -1.938 -5.742
H -3.551 0.535 7.668
H -5.979 1.047 -5.679
H 10.732 4.828 -2.945
H 0.666 -4.266 -0.510
H 2.170 -0.609 -2.457
H 1.383 -2.181 2.308
H 12.014 0.019 -1.989
H 6.660 2.444 -4.123
H 0.133 -7.984 11.720
H 3.411 1.389 -3.089
H 7.966 -0.843 -6.730
H 0.236 -2.425 -3.716
H -10.760 3.145 -11.599
H -0.922 2.621 6.026
H -8.571 -2.615 -4.547
H -2.372 3.975 -5.840
H 14.149 3.770 -2.813
H -1.466 -1.061 -7.219
H -2.907 -2.697 9.065
H -0.150 1.016 -7.737
H -4.918 -0.263 -6.283
H -12.156 1.373 -8.822
H 1.316 2.017 3.285
H -11.633 -0.188 -1.321
H 7.192 0.787 6.581
H 2.859 1.500 0.350
H 0.834 0.570 8.017
H -0.019 -5.697 8.967
H 0.347 5.277 0.537
H -1.905 5.924 3.243
H -4.600 1.211 -3.645
H 1.472 -2.663 9.414
H 2.321 -10.178 8.610
H -10.720 -4.376 -2.292
H -9.490 1.570 -3.580
H -3.581 -0.162 -4.207
H 0.687 2.285 -5.743
H 3.820 -0.064 7.438
H 2.163 -7.890 5.863
H 8.602 1.097 -2.117
H 2.477 3.582 9.488
H 5.847 4.426 8.631
H -7.163 2.062 -9.321
H -8.577 0.290 -6.538
*
```

Results of the Löwdin charge analysis, in e, for atoms 1 through 99:
1. P 0.866
2. O 0.117
3. O 0.126
4. O 0.114
5. O 0.123
6. O 0.124
7. O 0.110
8. O 0.110
9. O 0.126
10. O 0.123
11. O 0.093
12. O 0.123
13. O 0.059
14. O 0.114
15. O 0.060
16. O 0.120
17. O -0.230
18. O 0.082
19. O -0.144
20. O 0.134
21. O 0.123
22. O 0.118
23. O 0.099
24. O 0.125
25. O 0.090
26. O 0.114
27. O 0.111
28. O 0.112
29. O 0.084
30. O 0.132
31. O 0.121
32. O 0.087
33. O 0.111
34. O 0.124
35. O 0.123
36. O 0.098
37. O 0.124
38. O 0.111
39. O 0.055
40. O -0.236
41. N -0.198
42. N 0.238
43. N 0.153
44. C -0.234
45. C -0.233
46. C 0.069
47. C 0.081
48. C -0.301
49. C -0.314
50. C -0.317
51. C -0.234
52. C -0.230
53. C -0.312
54. C 0.084
55. C -0.314
56. C -0.310
57. C -0.222
58. C -0.237
59. C -0.140
60. C -0.356
61. C 0.070
62. C -0.233
63. C -0.188
64. C 0.076
65. C -0.231
66. C -0.237
67. C 0.195
68. C -0.302
69. C -0.286
70. C 0.079
71. C -0.235
72. C 0.078
73. C -0.219
74. C -0.293
75. C 0.078
76. C -0.232
77. C -0.308
78. C 0.075
79. C -0.240
80. C 0.071
81. C -0.230
82. C 0.077
83. C 0.075
84. C -0.313
85. C 0.073
86. C -0.240
87. C -0.068
88. C 0.077
89. C -0.292
90. C -0.226
91. C -0.234
92. C -0.312
93. C 0.084
94. C 0.079
95. C -0.312
96. C -0.299
97. C 0.075
98. C -0.308
99. C -0.295



3.
This record from OMol25 describes a structure of composition C59H50Br2N6O4P2ReS. The level of theory is ωB97M-V/def2-TZVPD.

- max |F| (eV/Å) = 0.35
- ΔE to the lowest compared entry with this formula, charge and spin (eV) = 0.111
- HOMO-LUMO gap (alpha / beta) (Ha) = 0.2546 / 0.1715
- lowest unoccupied orbital energy (alpha / beta) (eV) = -9.1 / -11.4

```
! RIJCOSX wB97M-V def2-TZVPD def2/J DEFGRID3
* xyz 4 2
Re 0.103 1.205 0.582
Br 1.446 6.749 4.225
Br -5.538 4.857 1.295
S 3.138 1.606 -0.676
P -1.130 0.002 -2.513
P 0.146 2.760 -2.521
O 0.336 -10.180 6.656
O 0.534 2.541 -1.055
O -1.116 0.243 -1.009
O 2.255 1.234 0.543
N 0.598 2.845 1.847
N -0.418 -4.145 4.640
N 0.743 -0.816 0.472
N 0.687 -5.061 2.930
N -0.488 0.278 2.418
N -1.734 2.244 0.827
C 1.753 3.021 2.512
C -0.353 -6.752 6.089
C 0.452 -3.757 2.671
C 2.508 3.018 -3.971
C 2.039 4.154 3.244
C 4.748 0.907 -0.286
C 0.160 -5.286 4.128
C -2.720 0.220 -3.301
C -3.285 4.286 -4.044
C -0.911 -4.017 -2.481
C -1.222 -2.702 -2.187
C -4.020 3.793 1.129
C -3.712 5.126 -3.022
C 0.003 -4.308 -3.489
C 5.228 3.295 -0.286
C 0.451 -1.654 1.488
C 1.552 -3.501 0.421
C 0.330 -9.067 6.004
C 1.102 5.178 3.295
C -2.748 0.287 -4.698
C 0.041 1.130 -3.315
C -0.294 -7.971 6.685
C -0.348 3.807 1.973
C -4.093 2.527 0.568
C 3.262 5.097 -4.909
C 2.140 5.738 -4.408
C -2.125 3.546 -3.890
C -0.235 -3.158 3.722
C -2.933 1.796 0.433
C -0.246 -1.049 2.581
C 5.727 1.948 -0.816
C -1.261 -1.090 4.758
C -3.920 0.179 -2.596
C 0.938 -11.391 6.111
C -1.399 3.626 -2.700
C 1.440 -1.317 -0.547
C 1.860 -2.638 -0.610
C -0.118 4.986 2.659
C -3.954 0.371 -5.370
C 0.830 -3.002 1.503
C -1.106 0.901 3.432
C 0.196 -6.556 4.797
C -1.822 4.483 -1.687
C 0.295 -1.962 -3.916
C -2.789 4.256 1.576
C -1.670 3.456 1.422
C 3.701 3.322 -0.454
C 1.193 5.024 -3.689
C -5.146 0.372 -4.655
C 0.885 -8.882 4.704
C 3.445 3.734 -4.693
C 0.604 -3.285 -4.206
C -1.503 0.256 4.596
C -0.613 -1.667 -2.900
C 1.373 3.659 -3.454
C -2.975 5.235 -1.851
C 0.814 -7.652 4.128
C -0.611 -1.771 3.731
C -5.127 0.265 -3.273
H -0.879 5.747 2.724
H -1.831 0.257 -5.276
H -1.222 4.591 -0.793
H 3.371 3.874 -1.332
H -6.089 0.432 -5.180
H 1.665 -0.636 -1.356
H -1.996 0.830 5.368
H 2.409 -2.974 -1.478
H 6.739 1.720 -0.485
H 1.993 6.795 -4.587
H 0.760 -1.177 -4.499
H 2.659 1.955 -3.825
H 2.464 2.215 2.440
H 4.310 3.233 -5.106
H 1.994 -11.208 5.926
H 0.312 5.533 -3.318
H -5.034 2.118 0.227
H -2.927 0.811 0.006
H -0.822 -5.939 6.625
H 1.354 -9.706 4.188
H 0.805 -12.131 6.891
H 3.158 3.698 0.411
H 2.984 4.235 3.761
H -3.968 0.423 -6.450
H -1.293 1.955 3.321
H 3.991 5.653 -5.482
H -2.719 5.225 2.046
H -0.162 1.242 -4.380
H 1.299 -3.515 -5.002
H -1.566 -1.593 5.666
H 1.229 -7.481 3.145
H -0.699 -8.156 7.671
H 0.232 -5.338 -3.728
H -3.925 0.042 -1.527
H -1.394 -4.821 -1.940
H 4.832 -0.081 -0.734
H 0.400 -11.676 5.210
H 5.683 4.128 -0.818
H -6.058 0.226 -2.722
H -1.786 2.924 -4.709
H 5.490 3.398 0.767
H -1.943 -2.478 -1.409
H -3.293 5.921 -1.076
H -3.848 4.221 -4.965
H 1.041 0.696 -3.221
H -0.871 -4.056 5.534
H 1.864 -4.537 0.407
H 4.788 0.824 0.803
H -4.612 5.713 -3.150
H 5.737 1.942 -1.909
*
```

Results of the Löwdin charge analysis, in e, for atoms 1 through 99:
1. Re 1.521
2. Br 0.917
3. Br 0.909
4. S 1.024
5. P 0.807
6. P 0.815
7. O 0.041
8. O -0.483
9. O -0.450
10. O -0.667
11. N -0.037
12. N 0.210
13. N -0.046
14. N 0.220
15. N -0.011
16. N -0.038
17. C -0.094
18. C 0.024
19. C -0.145
20. C -0.101
21. C -0.057
22. C -0.288
23. C -0.228
24. C -0.283
25. C -0.031
26. C -0.054
27. C -0.075
28. C -0.674
29. C -0.025
30. C -0.042
31. C -0.188
32. C -0.113
33. C 0.054
34. C -0.218
35. C -0.663
36. C -0.089
37. C -0.285
38. C 0.084
39. C -0.201
40. C -0.049
41. C -0.029
42. C -0.035
43. C -0.063
44. C -0.091
45. C -0.082
46. C -0.109
47. C -0.210
48. C 0.038
49. C -0.065
50. C 0.044
51. C -0.297
52. C -0.114
53. C -0.001
54. C -0.019
55. C -0.039
56. C -0.048
57. C -0.067
58. C -0.079
59. C -0.083
60. C -0.072
61. C -0.038
62. C -0.236
63. C -0.260
64. C -0.050
65. C -0.032
66. C 0.060
67. C -0.050
68. C -0.048
69. C 0.005
70. C -0.302
71. C -0.287
72. C -0.054
73. C 0.040
74. C -0.050
75. C -0.044
76. H 0.117
77. H 0.109
78. H 0.098
79. H 0.083
80. H 0.125
81. H 0.092
82. H 0.131
83. H 0.129
84. H 0.133
85. H 0.124
86. H 0.107
87. H 0.093
88. H 0.116
89. H 0.120
90. H 0.114
91. H 0.112
92. H 0.123
93. H 0.083
94. H 0.124
95. H 0.131
96. H 0.115
97. H 0.082
98. H 0.126
99. H 0.124



> Number 3 is which compound?

C59H50Br2N6O4P2ReS



> Among the records above, which one has the lowest max |F|?

C59H50Br2N6O4P2ReS



> Which value of max |F| does entry 3 give?

0.35 eV/Å